Run 1
Below is a 2-piece molecular cluster, CH5FN2 overall, with properties calculated with ωB97M-V with the def2-TZVPD basis set.

Structure (XYZ):
```
9
Properties=species:S:1:pos:R:3:nbo_charge:R:1
N 0.338 1.102 0.309 -0.38
F 2.151 -0.270 -0.850 -0.77
H -1.761 -0.470 0.264 0.24
H -0.918 -1.392 -1.092 0.26
H 0.731 1.970 0.032 0.42
C -0.792 -0.821 -0.149 -0.49
N -0.073 0.292 -0.579 0.12
H -0.170 -1.135 0.790 0.22
H 0.494 0.724 1.274 0.37
```

Values from the calculation:
LUMO energy (spin up / spin down) (eV): -1.213 / -1.216
HOMO (spin up / spin down) (eV): -9.035 / -9.023
Net charge: 0
Frontier orbital gap (spin up / spin down) (eV): 7.82 / 7.81


Run 2
Below is one molecule with the formula CH5FN2, with properties calculated with ωB97M-V with the def2-TZVPD basis set.

Structure (XYZ):
```
9
Properties=species:S:1:pos:R:3:nbo_charge:R:1
H -1.040 0.392 -1.145 0.21
C -1.040 0.174 -0.087 -0.44
H 1.321 -0.154 -1.254 0.34
N 0.158 -0.600 0.362 -0.49
H -2.044 -0.236 0.339 0.21
H 0.150 -0.870 1.369 0.39
F 2.179 0.683 0.167 -0.32
N 1.420 -0.445 -0.309 -0.08
H -1.103 1.057 0.559 0.19
```

Values from the calculation:
SMILES: CNNF
LUMO energy (eV): 1.014
HOMO (eV): -9.107
Net charge: 0
Frontier orbital gap (eV): 10.12


Run 3
Below is one molecule with the formula CH5FN2, with properties calculated with ωB97M-V with the def2-TZVPD basis set.

Structure (XYZ):
```
9
Properties=species:S:1:pos:R:3:nbo_charge:R:1
H -0.211 -1.584 -0.970 0.37
N -0.384 -1.234 -0.101 -0.91
C 0.459 0.156 0.173 0.50
H -0.155 2.070 0.058 0.38
H 0.614 0.304 1.312 0.12
H -1.314 0.840 -0.471 0.41
F 1.774 0.150 -0.283 -0.37
N -0.294 1.166 -0.410 -0.88
H -0.488 -1.868 0.693 0.38
```

Values from the calculation:
SMILES: NC(N)F
LUMO energy (eV): 1.102
HOMO (eV): -9.588
Net charge: 0
Frontier orbital gap (eV): 10.69


Calculated relative energies: run 1 3.519; run 2 2.783; run 3 0.000, given in eV